# 1
DFT (wB97M-V/def2-TZVPD) results for C22H28InN3O5 as an isolated structure in a non-equilibrium geometry.

Gap between HOMO and LUMO (eV): 7.5
LUMO (eV): -0.008

ORCA input file:
```
! wB97M-V def2-TZVPD RIJCOSX def2/J DEFGRID3
* xyz 0 1
In -0.7494 0.2206 0.3179
C 0.4406 1.2569 -2.1201
C 1.8359 1.1155 -2.3058
C 2.5452 1.4669 -1.1624
C 1.6992 1.8975 -0.1512
C 0.3137 1.8564 -0.7118
C -0.5326 3.1239 -0.6017
C 2.0912 2.2716 1.2584
C 4.0135 1.3024 -1.0700
C 2.4108 0.4824 -3.5854
C -0.7575 1.0414 -3.0774
H -0.0500 3.8386 -1.2494
H -0.5274 3.5472 0.3856
H -1.5811 3.0058 -0.8646
H 2.5309 1.4392 1.8476
H 1.2274 2.5854 1.7650
H 2.8171 3.1030 1.2859
H 4.5597 2.1505 -1.3803
H 4.4098 0.4187 -1.5678
H 4.3332 1.2019 -0.0274
H 3.5009 0.5787 -3.6631
H 1.9996 1.0123 -4.5097
H 2.0791 -0.5241 -3.6381
H -1.5960 1.8002 -3.0132
H -1.2880 0.1222 -2.8232
H -0.3763 0.8254 -4.1077
O 0.0750 -2.7423 2.8639
C 0.1237 -2.2148 1.7733
O 0.3938 -0.9605 1.6581
C -0.0240 -3.0386 0.4837
C 0.8266 -2.4531 -0.6525
C 1.0469 -3.4579 -1.6990
C -0.3437 -3.5487 -2.3826
C -1.1376 -2.5463 -1.5438
O -0.1144 -1.5436 -1.2761
C -1.4507 -3.0347 -0.1397
C -2.4701 -2.2016 0.6177
O -3.2812 -2.6718 1.3455
O -2.4244 -0.9320 0.3221
H 0.2440 -4.0682 0.7197
H 1.6523 -1.8224 -0.3832
H 1.7215 -3.0337 -2.4680
H 1.4592 -4.4202 -1.3875
H -0.3638 -3.2717 -3.4444
H -0.6694 -4.5512 -2.2713
H -1.9763 -2.0505 -2.0265
H -1.8428 -4.0339 -0.2148
N -2.2295 0.1725 5.4328
C -2.2884 1.0074 4.3956
C -1.7533 0.5843 3.1312
N -1.7067 1.3831 2.0835
C -2.1687 2.5804 2.2101
C -2.8167 3.0140 3.4281
N -2.8237 2.2128 4.5255
H -1.7730 -0.7039 5.3496
H -2.5636 0.4115 6.3136
H -1.2551 -0.4204 3.1269
H -2.0276 3.2570 1.4174
H -3.3876 3.9589 3.4610
*
```

# 2
DFT (wB97M-V/def2-TZVPD) results for C5H5Br2F3NO2PtTe as an isolated structure.

Gap between HOMO and LUMO (spin up / spin down) (eV): 6.0 / 6.3
LUMO (spin up / spin down) (eV): 2.705 / 2.597
⟨S²⟩: 2.010

ORCA input file:
```
! wB97M-V def2-TZVPD RIJCOSX def2/J DEFGRID3
* xyz -1 3
Pt 0.2339 -0.3024 -0.1638
Br 2.7965 -0.5142 0.3401
C 3.3012 -3.8841 0.0784
Br 1.6483 -4.7094 -0.1000
H 3.5914 -3.6232 1.0799
H 3.6548 -3.3528 -0.7865
C 2.5808 3.5297 0.0866
C 1.5256 2.5813 -0.2382
N 0.7654 1.7658 -0.4987
H 3.1588 3.1200 0.9143
H 2.1656 4.4957 0.3672
H 3.2382 3.6493 -0.7725
F -5.3884 -0.7423 0.4297
C -4.5259 0.1492 -0.0707
F -4.9132 0.4105 -1.3332
F -4.6694 1.2830 0.6326
C -3.0490 -0.3256 -0.0572
O -2.9251 -1.5627 0.2211
O -2.2116 0.5180 -0.3226
Te -0.9776 -2.4858 0.1934
*
```

# 3
DFT (wB97M-V/def2-TZVPD) results for C46H35BCl7N4O8ReS as an isolated structure in a non-equilibrium geometry.

Gap between HOMO and LUMO (spin up / spin down) (eV): 5.7 / 5.8
LUMO (spin up / spin down) (eV): 1.870 / 1.870
⟨S²⟩: 0.758

ORCA input file:
```
! wB97M-V def2-TZVPD RIJCOSX def2/J DEFGRID3
* xyz -1 2
Re 1.2735 -0.2146 -1.5933
O 3.9499 -3.8939 -1.7302
C 5.0788 -3.2145 -1.9912
C 6.2131 -3.9669 -2.3105
C 7.4133 -3.3482 -2.5906
C 7.5162 -1.9594 -2.5589
C 6.4013 -1.2105 -2.2396
C 5.1750 -1.8108 -1.9508
C 4.0021 -0.9736 -1.6121
O 2.8573 -1.5872 -1.4745
N 4.1565 0.3063 -1.4397
N 2.9241 0.8548 -1.0439
C 3.0234 1.8711 -0.2631
C 1.9221 2.3522 0.5444
C 2.0458 3.5827 1.2038
C 1.1404 4.0028 2.1567
C 0.0815 3.1499 2.4909
C -0.0601 1.9299 1.8713
C 0.8456 1.4777 0.8757
O 0.6578 0.3051 0.3661
H 3.2343 -3.2303 -1.5735
H 6.1120 -5.0442 -2.3350
H 8.2780 -3.9516 -2.8402
H 8.4557 -1.4718 -2.7838
H 6.4485 -0.1304 -2.2054
H 4.0167 2.2856 -0.1059
H 2.9032 4.2045 0.9637
H 1.2600 4.9584 2.6505
H -0.6405 3.4501 3.2433
H -0.8575 1.2484 2.1398
Cl -1.1975 -4.9771 -5.9816
C -0.3567 -3.6216 -5.3198
C 0.6539 -2.9839 -6.0336
Cl 1.0737 -3.5583 -7.6090
C 1.3372 -1.8952 -5.4959
Cl 2.5987 -1.1033 -6.3643
C 1.0326 -1.4146 -4.2142
O 1.6516 -0.4182 -3.6457
C -0.0089 -2.0684 -3.5343
O -0.3201 -1.5012 -2.3180
C -0.6901 -3.1449 -4.0500
Cl -1.9506 -3.8558 -3.1128
Cl -0.1374 8.5654 -1.2558
C -1.0663 7.1175 -0.9986
C -0.4772 6.0189 -0.4025
C -1.2438 4.8840 -0.1976
C -2.5808 4.8176 -0.5758
C -3.3146 3.5117 -0.3748
C -3.4186 2.7423 -1.7011
N -2.1019 2.3180 -2.1297
C -1.2665 2.9619 -3.0152
C -0.0845 2.2882 -2.9809
N -0.1916 1.2538 -2.0807
C -1.4101 1.2920 -1.5937
O -4.5936 3.7189 0.1928
C -5.0512 2.5977 0.9374
C -4.2944 2.4044 2.2181
C -3.6197 1.2741 2.5734
Cl -3.3896 -0.1403 1.6242
S -2.8947 1.3868 4.1253
C -3.4788 2.9875 4.3154
C -4.1958 3.3970 3.2387
C -3.1273 5.9373 -1.2009
Cl -4.7628 5.9407 -1.8029
C -2.3882 7.0911 -1.4059
H 0.5591 6.0374 -0.0975
H -0.7829 4.0218 0.2703
H -2.7039 2.9089 0.3103
H -3.8585 3.3725 -2.4717
H -4.0502 1.8614 -1.5826
H -1.5874 3.8286 -3.5660
H 0.8248 2.4495 -3.5331
H -1.7942 0.6149 -0.8448
H -5.0016 1.6806 0.3433
H -6.1020 2.8001 1.1453
H -3.2589 3.5393 5.2147
H -4.6427 4.3772 3.1504
H -2.8378 7.9484 -1.8849
C -2.1102 -3.2348 4.8587
C -1.0138 -4.2183 4.4461
C 0.1618 -4.0497 5.4186
C -1.5756 -5.6413 4.5724
C -0.5352 -3.9812 3.0110
C 0.4763 -4.7829 2.4848
C 0.9710 -4.6174 1.1894
C 0.4193 -3.6160 0.4275
O 0.7273 -3.2506 -0.8500
B -0.0214 -2.0498 -1.0403
O -0.9944 -1.9091 -0.0033
C -0.5968 -2.8114 0.9328
C -1.0871 -2.9742 2.2088
H -2.4068 -3.4326 5.8913
H -2.9978 -3.3338 4.2303
H -1.7620 -2.2014 4.8019
H -0.1621 -4.2472 6.4445
H 0.5556 -3.0328 5.3700
H 0.9764 -4.7346 5.1829
H -1.9778 -5.8052 5.5762
H -0.8039 -6.3904 4.3917
H -2.3759 -5.8038 3.8482
H 0.9091 -5.5631 3.0992
H 1.7663 -5.2376 0.7979
H -1.8687 -2.3168 2.5622
*
```

# 4
DFT (wB97M-V/def2-TZVPD) results for an isolated molecule of C4H6ClN2O2P in a non-equilibrium geometry.

Gap between HOMO and LUMO (spin up / spin down) (eV): 6.4 / 7.5
LUMO (spin up / spin down) (eV): -1.445 / -1.080

ORCA input file:
```
! wB97M-V def2-TZVPD RIJCOSX def2/J DEFGRID3
* xyz 0 1
C -1.2829 -0.1599 -1.4098
C -0.8721 1.2955 -0.6757
C -1.1675 -2.3313 -0.6360
C 0.9363 2.0959 0.7879
N -1.8607 -0.9239 -0.4733
N 0.1849 1.2417 -0.0859
O -1.1243 -0.2914 -2.5534
O -1.8937 1.7972 -1.0583
P -2.8030 -0.7393 0.8823
Cl -3.8781 0.9060 0.5312
H -1.1462 -2.8582 0.3385
H -1.7117 -2.8584 -1.4103
H -0.2143 -1.9935 -1.1104
H 1.6060 2.8747 0.3799
H 0.2284 2.6955 1.4112
H 1.7775 1.4703 1.4176
*
```

# 5
DFT (wB97M-V/def2-TZVPD) results for C11H10BrCrF3O3S as an isolated structure in a non-equilibrium geometry.

Gap between HOMO and LUMO (spin up / spin down) (eV): 5.8 / 7.0
LUMO (spin up / spin down) (eV): 1.264 / 2.374
⟨S²⟩: 4.025

ORCA input file:
```
! wB97M-V def2-TZVPD RIJCOSX def2/J DEFGRID3
* xyz -1 4
C -1.8244 -1.2716 -2.4737
C -1.9809 -2.3207 -1.5073
C -2.3609 -1.7176 -0.2576
H -1.7933 -3.3894 -1.6830
C -2.4468 -0.3016 -0.4684
C -2.1089 -0.0351 -1.8197
H -2.0495 0.9586 -2.2733
H -1.4662 -1.3775 -3.4948
H -2.5679 -2.2422 0.6724
H -2.6871 0.4475 0.2924
Cr -0.3654 -1.0927 -0.8283
Br 0.9873 -2.7475 0.4799
C 2.0943 1.0336 -0.1144
C 1.1194 1.7302 -0.8966
C 0.9342 1.0117 -2.1180
H 0.6396 2.6787 -0.6244
C 1.7486 -0.1802 -2.0602
C 2.4628 -0.1532 -0.8152
H 3.2124 -0.8847 -0.4992
H 2.5069 1.3731 0.8376
H 0.3657 1.3356 -2.9950
H 1.8901 -0.8891 -2.8791
F 1.5758 1.4129 4.6767
C 1.0523 0.6116 3.7191
F 2.0678 0.1925 2.9165
F 0.5124 -0.4785 4.3097
S -0.2138 1.4828 2.6303
O -1.2498 1.9337 3.5531
O 0.5748 2.5099 1.9640
O -0.6297 0.3691 1.7566
*
```

# 6
DFT (wB97M-V/def2-TZVPD) results for an isolated ion of composition C22H23N2O and charge +1 in a non-equilibrium geometry.

Gap between HOMO and LUMO (eV): 8.7
LUMO (eV): -2.599

ORCA input file:
```
! wB97M-V def2-TZVPD RIJCOSX def2/J DEFGRID3
* xyz 1 1
C 0.9151 0.3621 3.5215
N 0.4974 -0.5399 2.4560
N -0.6687 -0.2033 1.6959
C -1.4854 0.8154 2.4199
C -0.5325 -0.0976 0.2850
C 0.8972 0.0519 -0.1617
C 1.6499 1.1424 0.3102
C 2.9770 1.2833 -0.0392
C 3.5767 0.3505 -0.9189
O 4.9050 0.5187 -1.1586
C 5.5938 -0.4775 -1.9444
C 2.7951 -0.6838 -1.4762
C 1.4499 -0.7837 -1.1371
C -1.2643 -1.3268 -0.2844
C -0.9371 -2.6733 -0.1950
C -1.8934 -3.6126 -0.6239
C -3.1166 -3.1958 -1.1733
C -3.4182 -1.8368 -1.2944
C -2.4981 -0.9098 -0.8063
C -2.5462 0.5538 -0.8217
C -3.4737 1.3926 -1.4343
C -3.2015 2.7580 -1.5009
C -2.0296 3.2701 -0.9312
C -1.1081 2.4268 -0.2960
C -1.3751 1.0656 -0.2388
H 1.7657 -0.1148 4.0181
H 1.2504 1.3543 3.1692
H 0.1145 0.4719 4.2622
H 1.2455 -0.8622 1.8542
H -1.1769 -1.0791 1.8781
H -0.9804 1.7794 2.3277
H -2.4823 0.8304 1.9768
H -1.5500 0.4737 3.4543
H 1.2151 1.8999 0.9659
H 3.5735 2.1165 0.3298
H 6.6104 -0.0887 -1.9965
H 5.5730 -1.4502 -1.4359
H 5.1646 -0.5714 -2.9510
H 3.2308 -1.3891 -2.1856
H 0.8342 -1.5357 -1.6301
H 0.0383 -2.9897 0.1893
H -1.6725 -4.6773 -0.5341
H -3.8330 -3.9371 -1.5235
H -4.3381 -1.4645 -1.7465
H -4.3749 0.9518 -1.8534
H -3.8963 3.4359 -1.9947
H -1.8093 4.3384 -0.9695
H -0.2110 2.8569 0.1432
*
```

> Number 5 is which compound?

C11H10BrCrF3O3S